# C43H50ClN9S

A 8-piece molecular cluster, C43H50ClN9S overall (ωB97M-V with the def2-TZVPD basis set, OMol25).

- orbital gap (eV) = 8.17
- energy (a.u.) = -3019.6804
- energy relative to the best compared isomer or geometry (same formula, charge and spin) (kJ/mol) = 34.1
- LUMO level (eV) = 0.3

```
104
C43H50ClN9S ωB97M-V with the def2-TZVPD basis set
N 0.09991 -8.54763 -2.20542
C 1.07348 -7.93831 -3.08939
C 2.26402 -8.58568 -3.34981
C 3.19792 -8.02721 -4.18846
C 2.98343 -6.79892 -4.76957
C 1.79958 -6.15407 -4.48713
C 0.85222 -6.70449 -3.66506
S 1.59280 -4.54824 -5.24326
C 3.26769 -3.93893 -5.09480
C 3.54113 -2.63814 -4.77367
C 4.86978 -2.24498 -4.65158
C 5.86051 -3.16596 -4.85396
C 7.34292 -2.79712 -4.68519
C 7.83218 -3.46064 -3.36928
C 7.03474 -3.00327 -2.14713
Cl 7.20882 -1.20862 -1.96818
C 5.58844 -4.48184 -5.18980
C 4.26669 -4.87119 -5.31226
N 3.95678 -6.22131 -5.63022
H 0.56412 -9.39845 -1.89383
H 0.10766 -7.94232 -1.38388
H 2.46933 -9.54949 -2.88730
H 4.13186 -8.56243 -4.36024
H -0.07528 -6.18436 -3.44054
H 2.70584 -1.96511 -4.60241
H 5.05961 -1.21352 -4.36698
H 7.85165 -3.23393 -5.55113
H 7.47986 -1.71491 -4.64588
H 8.91226 -3.36544 -3.22228
H 7.61158 -4.53476 -3.46512
H 5.98517 -3.30525 -2.21061
H 7.42874 -3.43452 -1.22196
H 6.38877 -5.20154 -5.35430
H 4.81888 -6.75137 -5.57927
C 5.35215 -1.69407 2.92147
C 5.24162 -3.09654 2.73171
C 5.39902 -3.33657 1.39229
N 5.59629 -2.13543 0.76758
C 5.57356 -1.13118 1.69010
H 5.27885 -1.16157 3.85656
H 5.06756 -3.84180 3.49006
H 5.38683 -4.25630 0.83149
H 5.73767 -2.00930 -0.22169
H 5.71558 -0.10542 1.39224
C 3.00975 3.64709 3.67347
C 4.04643 4.00320 2.76942
C 4.89570 2.93270 2.68562
N 4.41558 1.94725 3.50520
C 3.26485 2.37230 4.10656
H 2.17261 4.25775 3.97185
H 4.15490 4.93653 2.24206
H 5.79812 2.78740 2.11604
H 4.84313 1.04905 3.64175
H 2.72910 1.73464 4.78949
C -2.54504 4.44925 3.41563
C -2.31481 3.19133 4.03486
C -1.03895 2.81025 3.71499
N -0.49190 3.78416 2.92551
C -1.39958 4.78813 2.74187
H -3.44739 5.03851 3.45992
H -3.00531 2.63208 4.64425
H -0.47450 1.93214 3.97902
H 0.43740 3.76292 2.54071
H -1.15455 5.65361 2.14885
C -3.71389 -6.19815 -2.44406
C -2.39250 -6.50991 -2.02396
C -2.15573 -5.80451 -0.87315
N -3.27975 -5.07806 -0.58495
C -4.23466 -5.31635 -1.53502
H -4.22283 -6.57939 -3.31377
H -1.69787 -7.17447 -2.51101
H -1.28785 -5.75479 -0.23616
H -3.38685 -4.46500 0.20182
H -5.19812 -4.83818 -1.48258
C -6.72382 8.60445 5.15288
C -5.68823 8.96092 4.24632
C -4.83379 7.89394 4.16521
N -5.30936 6.90946 4.98920
C -6.46332 7.33249 5.59003
H -7.56386 9.21205 5.44820
H -5.58412 9.89284 3.71549
H -3.93119 7.75046 3.59528
H -4.87834 6.01371 5.13005
H -6.99648 6.69539 6.27519
C -11.33318 7.26002 1.89464
C -11.36807 8.65870 2.13849
C -10.14109 9.01628 2.63237
N -9.36922 7.89002 2.69984
C -10.08593 6.81674 2.24831
H -12.13112 6.65040 1.50385
H -12.19793 9.32509 1.97021
H -9.75249 9.97199 2.94144
H -8.41963 7.85724 3.03207
H -9.64865 5.83303 2.21868
C -3.60467 2.12692 -1.92620
C -2.23782 1.93805 -1.58980
C -1.99923 2.64769 -0.44259
N -3.16503 3.26087 -0.07508
C -4.14893 2.94438 -0.97133
H -4.12766 1.70971 -2.77086
H -1.51389 1.34835 -2.12774
H -1.10325 2.76989 0.14233
H -3.27912 3.85149 0.73075
H -5.14830 3.32809 -0.85333
```



# C43H52AsN4OS5V

C43H52AsN4OS5V as an isolated structure (ωB97M-V with the def2-TZVPD basis set, OMol25).

- expectation value of S² = 2.040
- orbital gap (spin up / spin down) (eV) = 3.62 / 3.39
- energy (a.u.) = -7134.8794
- spin multiplicity = 3
- energy relative to the best compared isomer or geometry (same formula, charge and spin) (kJ/mol) = 280.0
- net charge = -2
- LUMO level (spin up / spin down) (eV) = 3.5 / 3.3

```
107
C43H52AsN4OS5V ωB97M-V with the def2-TZVPD basis set
V 0.17822 -0.26458 -0.08250
C 4.22022 4.46582 1.27790
C 2.96892 4.59432 0.40500
C 1.96832 3.52942 0.73060
C 0.95872 3.57092 1.63830
C 0.53342 4.69982 2.52020
C 1.09802 4.55472 3.93680
C 0.33082 2.26342 1.60990
C -0.66798 1.87042 2.46940
C -1.26088 0.60482 2.49190
C -2.44438 0.28912 3.22900
C -3.19528 1.23472 4.11120
C -2.63618 1.25972 5.53590
C -2.78968 -0.99828 2.88250
C -1.80248 -1.43718 1.94510
C -1.90288 -2.62498 1.21370
C -1.17448 -2.94848 0.09430
N -0.15238 -2.21018 -0.43400
C 0.42992 -3.00108 -1.37960
C 1.62472 -2.73438 -2.00040
C 2.41302 -1.60788 -1.76690
N 2.08152 -0.58298 -0.93390
C 3.02432 0.38032 -1.13620
C 2.95782 1.68362 -0.63840
C 1.96192 2.18942 0.16490
N 0.90822 1.47252 0.65970
C 4.02562 -0.07528 -2.05400
C 3.63502 -1.32988 -2.45860
C 4.31012 -2.24048 -3.43640
C 5.12442 -3.32358 -2.72200
C 5.22882 0.69702 -2.49480
C 6.36572 0.60222 -1.47680
C -0.31808 -4.23328 -1.54710
C -1.32138 -4.19738 -0.63460
C -2.38688 -5.21478 -0.39140
C -2.02258 -6.17728 0.74150
C 0.03162 -5.30898 -2.52360
C 1.12022 -6.23958 -1.97380
N -0.86888 -0.46098 1.73810
C -4.04028 -1.72898 3.26330
C -3.88638 -2.54818 4.54380
H 4.93422 5.25872 1.05310
H 4.69942 3.50432 1.10690
H 3.95312 4.53222 2.33040
H 3.26042 4.51162 -0.64490
H 2.53412 5.58792 0.55710
H -0.55768 4.72882 2.55960
H 0.86722 5.64812 2.08690
H 0.83992 3.57902 4.34200
H 0.69682 5.32212 4.60020
H 2.18342 4.63972 3.91880
H -1.07608 2.61722 3.13480
H -4.24638 0.93592 4.14780
H -3.15238 2.24052 3.68430
H -2.73778 0.27972 5.99990
H -3.16928 1.98622 6.15090
H -1.57948 1.51702 5.51180
H -2.67638 -3.31728 1.51820
H 1.96622 -3.43818 -2.74420
H 3.75212 2.35482 -0.93770
H 4.97332 -1.65948 -4.08490
H 3.56212 -2.71378 -4.07860
H 5.90272 -2.86758 -2.11150
H 5.59792 -3.99818 -3.43690
H 4.47592 -3.90368 -2.06840
H 4.95512 1.74492 -2.63980
H 5.58322 0.31622 -3.45620
H 6.02642 0.97022 -0.51270
H 7.23102 1.18192 -1.79800
H 6.67712 -0.43248 -1.35360
H -2.55348 -5.78658 -1.30720
H -3.32068 -4.70728 -0.14550
H -1.11358 -6.72408 0.49860
H -2.82248 -6.89828 0.91400
H -1.84748 -5.62988 1.66480
H 0.37932 -4.85638 -3.45550
H -0.86378 -5.89328 -2.75000
H 2.02112 -5.67338 -1.74250
H 1.37282 -7.01698 -2.69720
H 0.77992 -6.71888 -1.05670
H -4.34368 -2.38998 2.44960
H -4.84858 -1.00448 3.39960
H -3.10328 -3.29098 4.42170
H -4.81608 -3.05848 4.79330
H -3.61218 -1.90348 5.37420
S -2.26278 -1.54118 -3.60390
As -1.90568 0.21022 -2.52950
S -2.31358 0.10522 -0.43420
S 0.17192 0.75742 -2.41680
S -4.14188 1.07032 -5.25310
C -0.64258 4.35332 -2.17850
S -1.24698 3.14812 -0.90910
O -1.68618 4.02182 0.19390
C -2.76528 2.77282 -1.79930
C -2.72648 2.03052 -3.06490
C -4.08758 2.07112 -3.74720
C -5.18768 1.78092 -2.77660
C -5.10908 2.26592 -1.53380
C -3.89158 2.88502 -1.08250
H -1.32078 5.19902 -2.17670
H -0.61278 3.86042 -3.14190
H 0.35432 4.66352 -1.88720
H -1.97378 2.39922 -3.77420
H -4.24258 3.10962 -4.10900
H -6.05568 1.26312 -3.15490
H -5.91668 2.16202 -0.82070
H -3.84918 3.36352 -0.11440
```



# C43H52BN8O2P2Sr

C43H52BN8O2P2Sr as an isolated structure (ωB97M-V with the def2-TZVPD basis set, OMol25).

- orbital gap (eV) = 6.20
- energy (a.u.) = -2996.8956
- energy relative to the best compared isomer or geometry (same formula, charge and spin) (kJ/mol) = 39.3
- net charge = -1
- LUMO level (eV) = 2.3

```
109
C43H52BN8O2P2Sr ωB97M-V with the def2-TZVPD basis set
Sr -0.01135 -1.25038 0.10969
C -2.84267 -3.40526 3.17024
C -2.48943 -3.02588 1.87159
N -1.24985 -2.56366 1.82721
N -0.76659 -2.64322 3.09123
C -1.70801 -3.14451 3.90579
B 0.74527 -2.48657 3.41853
N 1.33019 -1.04414 3.24049
C 1.77755 -0.25773 4.23299
C 2.49647 0.78479 3.69387
C 2.44620 0.54085 2.31784
N 1.74917 -0.55201 2.04125
N 1.54613 -3.45996 2.52945
C 2.41368 -4.40973 2.90851
C 2.89427 -5.03656 1.77870
C 2.24673 -4.37101 0.72958
N 1.43594 -3.42477 1.18130
H -3.78376 -3.79113 3.51837
H -3.07202 -3.06523 0.96401
H -1.48992 -3.28758 4.95056
H 0.88736 -2.78732 4.57967
H 1.55906 -0.51491 5.25568
H 2.96192 1.60886 4.20363
H 2.85491 1.13521 1.51576
H 2.61409 -4.56850 3.95477
H 3.59777 -5.84801 1.72243
H 2.32792 -4.53886 -0.33232
C -4.21790 2.73500 -0.27274
C -3.18089 1.84227 -0.94331
C -3.27239 1.89919 -2.46667
P -3.00710 0.09189 -0.35626
C -4.53639 -0.84224 -0.85486
C -4.28802 -1.52248 -2.20549
C -5.90014 -0.15337 -0.84808
C -3.17626 0.26867 1.45941
C -4.27138 -0.11366 2.21831
C -4.24359 -0.06483 3.60690
C -3.07315 0.33485 4.23321
C -1.96804 0.73117 3.49432
C -2.00431 0.75630 2.09254
N -0.97447 1.12790 1.22857
C -0.22741 2.23484 1.42745
C -0.37243 3.12221 2.53588
C 0.45815 4.19707 2.73789
C 1.46735 4.51766 1.83230
C 1.53430 3.76223 0.67522
C 0.72480 2.65271 0.42412
P 0.67153 1.87310 -1.23862
C -0.00402 3.25455 -2.28452
C 0.58454 4.65786 -2.15650
C -0.08647 2.86079 -3.76211
C 2.42027 1.51847 -1.78417
C 2.39397 0.75902 -3.11493
C 3.52349 2.57329 -1.86512
H -4.05694 3.77332 -0.57943
H -4.14210 2.69345 0.81403
H -5.23832 2.46929 -0.54935
H -2.19750 2.22604 -0.65123
H -4.25040 1.57642 -2.82619
H -2.52055 1.26814 -2.94523
H -3.12050 2.92304 -2.82200
H -4.56984 -1.63488 -0.09587
H -4.27274 -0.78502 -3.01116
H -5.09266 -2.22842 -2.42982
H -3.33674 -2.05531 -2.23172
H -5.96925 0.59710 -1.63665
H -6.13048 0.34523 0.09338
H -6.68738 -0.88857 -1.04068
H -5.16314 -0.48295 1.72468
H -5.10536 -0.37485 4.18352
H -3.00859 0.32843 5.31553
H -1.04890 0.99011 4.00200
H -1.15986 2.94363 3.24968
H 0.30266 4.81419 3.61737
H 2.12209 5.36432 1.98670
H 2.21917 4.08461 -0.09408
H -1.03132 3.30834 -1.90780
H 1.63282 4.69058 -2.45852
H 0.51265 5.05160 -1.14429
H 0.03796 5.33833 -2.81763
H 0.86576 3.04495 -4.26351
H -0.84090 3.46892 -4.26745
H -0.34676 1.81225 -3.91394
H 2.72608 0.79208 -1.01842
H 2.25426 1.44708 -3.95042
H 1.60245 0.01135 -3.16021
H 3.34779 0.25073 -3.27014
H 3.29106 3.33496 -2.61252
H 4.45508 2.09098 -2.17739
H 3.72647 3.06820 -0.92072
O -0.53833 -3.76719 -3.50415
C -0.07226 -3.02295 -2.64988
O -0.66834 -2.38757 -1.73069
C 1.45397 -2.80823 -2.66747
C 2.19738 -3.26039 -3.78985
C 3.54204 -3.07463 -3.80713
C 4.18060 -2.47359 -2.69451
C 5.58010 -2.26163 -2.61904
C 6.13217 -1.69711 -1.50690
C 5.31367 -1.33282 -0.40903
C 3.96372 -1.52367 -0.45789
C 3.36997 -2.07767 -1.61914
N 2.00973 -2.22522 -1.63456
H 1.65309 -3.73663 -4.59185
H 4.14109 -3.39159 -4.65434
H 6.20097 -2.55418 -3.45765
H 7.20161 -1.53821 -1.45338
H 5.76169 -0.91040 0.48109
H 3.32597 -1.28119 0.38228
```



# C43H53GaN3O6S3Se2SiTe2

C43H53GaN3O6S3Se2SiTe2 as an isolated structure (ωB97M-V with the def2-TZVPD basis set, OMol25).

- orbital gap (eV) = 6.35
- energy (a.u.) = -11034.1315
- energy relative to the best compared isomer or geometry (same formula, charge and spin) (kJ/mol) = 18.5
- net charge = -1
- LUMO level (eV) = 2.1

```
114
C43H53GaN3O6S3Se2SiTe2 ωB97M-V with the def2-TZVPD basis set
Ga -1.13687 1.56968 -0.48908
Se -1.74790 3.55583 1.03535
Te -4.19491 4.05427 0.82348
Te -4.32665 3.63992 -1.83811
Se -3.29152 1.37536 -1.82674
O -1.92942 0.14200 0.84773
S -1.93202 0.37719 2.34132
C -3.61382 0.83060 2.73901
C -4.62378 0.53046 1.84132
C -5.92808 0.86035 2.17572
C -6.20183 1.49298 3.38024
C -5.17146 1.81623 4.25352
C -3.86307 1.48677 3.93219
C -2.02337 -1.29376 2.98780
C -1.53825 -1.53147 4.26300
C -1.60839 -2.81662 4.78411
C -2.14905 -3.84246 4.02202
C -2.61827 -3.59063 2.73835
C -2.55470 -2.31156 2.21165
H -4.37884 0.09479 0.88055
H -6.72697 0.64873 1.47709
H -7.22072 1.76186 3.62876
H -5.38421 2.33926 5.17697
H -3.04373 1.75781 4.58783
H -1.10389 -0.72230 4.83924
H -1.23403 -3.01672 5.78011
H -2.19388 -4.84683 4.42482
H -3.01372 -4.39828 2.13623
H -2.87629 -2.09863 1.19992
C -1.08314 -0.47994 -4.48635
C -0.94501 -1.73540 -3.61124
C -0.35950 -2.84961 -4.48240
C -2.32666 -2.15994 -3.10005
Si 0.10764 -1.20264 -2.11785
O -0.47099 0.16290 -1.53752
C 1.90459 -0.98977 -2.67536
C 2.43683 0.28612 -2.86594
C 3.76793 0.47209 -3.22061
C 4.60022 -0.62463 -3.39420
C 4.09199 -1.90548 -3.21408
C 2.76139 -2.07944 -2.85816
C 0.21873 -2.54643 -0.78529
C 0.23469 -3.92123 -1.03727
C 0.45861 -4.84606 -0.02425
C 0.68904 -4.41007 1.27246
C 0.67199 -3.05104 1.54950
C 0.42564 -2.13712 0.53521
H -1.74922 -0.68713 -5.33357
H -0.11308 -0.17287 -4.88944
H -1.49477 0.35937 -3.92358
H -0.99237 -2.98995 -5.36777
H -0.31883 -3.81128 -3.96793
H 0.64580 -2.60459 -4.83383
H -3.00411 -2.34738 -3.94251
H -2.78062 -1.38622 -2.47704
H -2.26442 -3.07840 -2.50827
H 1.79924 1.14929 -2.72174
H 4.15338 1.47610 -3.35345
H 5.64000 -0.48438 -3.66452
H 4.73580 -2.76783 -3.34280
H 2.39308 -3.08805 -2.69726
H 0.07780 -4.29227 -2.04245
H 0.46319 -5.90620 -0.25119
H 0.87244 -5.12882 2.06341
H 0.83962 -2.70020 2.56154
H 0.39677 -1.07693 0.76062
C 2.03153 -4.49771 4.99645
C 2.82788 -3.42434 4.30718
C 2.69469 -2.08920 4.66935
C 3.41640 -1.09686 4.01995
C 4.28005 -1.44371 2.99397
C 4.42523 -2.77205 2.61435
C 3.70255 -3.75057 3.27169
S 5.25810 -0.19354 2.19671
O 5.19637 0.95850 3.04628
O 6.51957 -0.79672 1.86188
N 4.56735 0.15685 0.77184
C 3.16526 0.56911 0.57731
C 2.68269 1.64376 1.54006
C 1.38473 2.27773 1.04407
O 1.23723 3.48651 1.11923
O 0.52947 1.42360 0.57868
H 1.49936 -4.09920 5.85958
H 2.67698 -5.30903 5.33700
H 1.29022 -4.92531 4.31704
H 2.02099 -1.81892 5.47435
H 3.33777 -0.06142 4.32207
H 5.11703 -3.03088 1.82351
H 3.81598 -4.78687 2.97494
H 4.91423 -0.46326 0.05169
H 2.50631 -0.29810 0.61685
H 3.12164 0.95583 -0.44039
H 3.42378 2.42973 1.66174
H 2.48708 1.21794 2.52734
C -1.81047 3.54355 -4.79834
N -1.41427 4.70001 -4.01141
C -1.17391 5.87854 -4.82752
C -0.67332 4.51786 -2.87028
S 0.08473 3.04440 -2.54529
N -0.55332 5.58639 -2.07034
C -1.58474 6.60393 -1.96300
C 0.49728 5.64924 -1.06059
H -2.65785 3.83755 -5.42178
H -2.11166 2.73012 -4.14415
H -0.99533 3.19382 -5.44189
H -0.43600 5.65253 -5.60759
H -0.79944 6.70493 -4.23231
H -2.10095 6.18974 -5.31339
H -2.45168 6.31276 -2.54895
H -1.22256 7.58339 -2.29217
H -1.88658 6.67373 -0.91562
H 1.43219 5.28420 -1.48171
H 0.26279 5.04743 -0.18742
H 0.61058 6.69460 -0.77020
```



Question: Which of these has the highest energy?
Answer: C43H52BN8O2P2Sr